1.
Here is C42H58AsFN6O5Ru as an isolated structure at a distorted geometry from OMol25. Energies are from ωB97M-V/def2-TZVPD.

Geometry (Å):
Ru (0.36055, -1.31377, 1.55898)
F (-1.93817, 6.23227, 0.54170)
C (-1.65057, 5.37250, -0.46191)
C (-1.37640, 4.07499, -0.13190)
C (-0.97794, 3.16403, -1.10917)
C (-0.70659, 1.76631, -0.74378)
O (-1.14743, 1.29451, 0.31331)
C (0.03162, 1.03237, -1.74202)
C (0.11974, 1.53283, -3.00252)
N (-0.37365, 2.73181, -3.38954)
C (-0.29639, 3.11090, -4.78386)
C (-0.72082, 2.11866, -5.82088)
C (-1.57081, 3.32035, -5.55007)
C (-0.84403, 3.60824, -2.43398)
C (-1.18670, 4.92586, -2.75476)
C (-1.60020, 5.83037, -1.78953)
N (-1.95293, 7.14347, -2.17878)
C (-2.79415, 7.97092, -1.32922)
C (-3.53196, 8.98668, -2.19241)
N (-2.53021, 9.81794, -2.93590)
C (-1.65376, 8.94924, -3.78421)
C (-0.96038, 7.93742, -2.88354)
C (0.76214, -0.27846, -1.48025)
O (1.13267, -0.90904, -2.45425)
O (1.06955, -0.59023, -0.26377)
H (-1.42089, 3.76434, 0.90259)
H (0.61339, 0.94491, -3.76510)
H (0.55226, 3.74750, -5.00802)
H (-1.08701, 1.15663, -5.48947)
H (-0.14508, 2.07904, -6.73394)
H (-2.50257, 3.16531, -5.02223)
H (-1.59969, 4.11242, -6.28560)
H (-1.13517, 5.24499, -3.78656)
H (-2.21969, 8.49769, -0.55333)
H (-3.54058, 7.35959, -0.83139)
H (-4.15015, 9.63831, -1.57755)
H (-4.15555, 8.47982, -2.92613)
H (-1.94585, 10.30972, -2.25538)
H (-2.99762, 10.52544, -3.50346)
H (-0.93140, 9.57120, -4.30987)
H (-2.28904, 8.44006, -4.50611)
H (-0.30179, 8.47009, -2.17687)
H (-0.32973, 7.29766, -3.49448)
C (-3.91508, -2.49045, 2.52472)
C (-2.46025, -2.16744, 2.44455)
N (-1.96038, -1.45217, 1.49984)
O (-2.83504, -0.97766, 0.56326)
C (-1.47581, -2.62631, 3.40861)
C (-1.74003, -3.43810, 4.63497)
N (-0.26605, -2.23617, 3.13348)
O (0.77982, -2.44880, 3.81398)
H (-4.34323, -2.47283, 1.52529)
H (-4.43819, -1.74204, 3.12354)
H (-4.08044, -3.46413, 2.97806)
H (-2.26613, -0.47329, -0.03142)
H (-2.67870, -3.97957, 4.56587)
H (-1.76529, -2.80342, 5.52349)
H (-0.92490, -4.14899, 4.77086)
C (-0.89187, 1.60051, 3.78919)
As (0.67566, 0.64716, 3.12426)
C (1.85242, 2.06147, 2.47466)
C (1.56123, 0.33662, 4.83451)
H (-0.57320, 2.48503, 4.33941)
H (-1.42770, 0.93521, 4.46645)
H (-1.56029, 1.86631, 2.97613)
H (1.69066, 2.96469, 3.06206)
H (1.69668, 2.26779, 1.41780)
H (2.87996, 1.73193, 2.62313)
H (2.05610, 1.25807, 5.13807)
H (2.28504, -0.47093, 4.75395)
H (0.82419, 0.05907, 5.58580)
C (5.21501, -0.91063, 2.90869)
C (4.49581, -2.16898, 2.50490)
C (5.06394, -3.42225, 2.76313)
C (4.44069, -4.59962, 2.34979)
C (5.08652, -5.93740, 2.58390)
C (3.21947, -4.52879, 1.70873)
C (2.56123, -3.28936, 1.50004)
C (3.27116, -2.11357, 1.88684)
N (1.32633, -3.15526, 0.96932)
C (0.70335, -4.14029, 0.09379)
C (0.18786, -5.36370, 0.89372)
C (-0.45016, -6.37449, -0.06147)
C (-1.66454, -5.75318, -0.75148)
C (-1.20360, -4.52405, -1.53721)
C (-0.20994, -4.95222, -2.61916)
C (1.00566, -5.58700, -1.94225)
C (0.57185, -6.80472, -1.11907)
C (1.67637, -4.55797, -1.03157)
C (-0.52823, -3.52300, -0.59414)
H (6.29432, -1.03519, 2.83893)
H (4.98414, -0.65681, 3.94606)
H (4.91718, -0.07385, 2.27724)
H (6.01689, -3.47695, 3.27605)
H (5.92321, -5.85611, 3.27458)
H (5.46057, -6.34646, 1.64366)
H (4.36950, -6.65144, 2.98854)
H (2.75218, -5.45422, 1.41209)
H (2.86937, -1.14486, 1.60119)
H (-0.54720, -5.00892, 1.62516)
H (0.99039, -5.84509, 1.45049)
H (-0.76270, -7.24626, 0.51980)
H (-2.42426, -5.47593, -0.01332)
H (-2.11438, -6.47918, -1.43296)
H (-2.06694, -4.03725, -1.99935)
H (0.10048, -4.08489, -3.20807)
H (-0.68255, -5.66704, -3.29743)
H (1.72703, -5.90005, -2.70109)
H (1.44217, -7.26082, -0.63678)
H (0.12740, -7.55628, -1.77545)
H (1.92835, -3.65825, -1.60134)
H (2.60350, -4.96165, -0.62548)
H (-1.24526, -3.21447, 0.16767)
H (-0.20838, -2.65803, -1.17604)

Results
Energy relative to the best compared isomer or geometry (same formula, charge and spin): 48.69 kJ/mol
Spin multiplicity: 5
HOMO (spin up / spin down): -11.93 / -12.26 eV
Total energy: -129795.393 eV
LUMO level (spin up / spin down): -4.51 / -5.59 eV
Maximum force: 0.0292 Eh/bohr
Net charge: +2

Löwdin population analysis, charges in e, atoms 1 to 99:
1. Ru 1.277
2. F 0.067
3. C -0.188
4. C 0.085
5. C -0.049
6. C -0.315
7. O -0.018
8. C -0.021
9. C 0.048
10. N 0.008
11. C -0.261
12. C -0.074
13. C -0.090
14. C -0.117
15. C 0.070
16. C -0.138
17. N -0.088
18. C -0.142
19. C -0.080
20. N 0.064
21. C -0.084
22. C -0.132
23. C -0.588
24. O 0.064
25. O -0.193
26. H 0.134
27. H 0.153
28. H 0.156
29. H 0.116
30. H 0.115
31. H 0.116
32. H 0.107
33. H 0.115
34. H 0.138
35. H 0.144
36. H 0.144
37. H 0.145
38. H 0.186
39. H 0.190
40. H 0.143
41. H 0.144
42. H 0.144
43. H 0.132
44. C 0.018
45. C -0.267
46. N -0.076
47. O -0.002
48. C -0.262
49. C 0.006
50. N -0.349
51. O -0.099
52. H 0.088
53. H 0.107
54. H 0.084
55. H 0.077
56. H 0.078
57. H 0.098
58. H 0.090
59. C -0.263
60. As 1.088
61. C -0.263
62. C -0.263
63. H 0.040
64. H 0.031
65. H 0.012
66. H 0.038
67. H 0.020
68. H 0.022
69. H 0.040
70. H 0.017
71. H 0.037
72. C -0.034
73. C -0.247
74. C 0.038
75. C -0.235
76. C -0.030
77. C 0.038
78. C -0.252
79. C -0.004
80. N 0.068
81. C -0.411
82. C -0.062
83. C -0.278
84. C -0.111
85. C -0.273
86. C -0.107
87. C -0.274
88. C -0.104
89. C -0.060
90. C -0.099
91. H 0.086
92. H 0.085
93. H 0.074
94. H 0.130
95. H 0.082
96. H 0.093
97. H 0.088
98. H 0.102
99. H 0.077


2.
Here is a 2-piece molecular cluster, CH4O2PS overall at a distorted geometry from OMol25. Energies are from ωB97M-V/def2-TZVPD.

Geometry (Å):
C (-0.28174, 0.23675, -1.89696)
O (2.09708, -0.54044, 1.22634)
O (-0.46328, -1.06647, 1.47323)
P (0.74634, 0.09623, 1.08801)
S (0.47648, 1.53706, 2.43679)
H (0.56024, 0.59223, -2.51097)
H (-0.61188, -0.84825, -1.99517)
H (-1.27332, 0.74589, -1.74324)
H (-1.24992, -0.75300, 1.92196)

Results
Energy relative to the best compared isomer or geometry (same formula, charge and spin): 376.44 kJ/mol
HOMO (spin up / spin down): -4.06 / -3.44 eV
Total energy: -25321.386 eV
LUMO level (spin up / spin down): 3.30 / 3.31 eV
Maximum force: 0.0472 Eh/bohr
Net charge: -1

Löwdin charges, unit e, in atom order:
1. C -0.050
2. O -0.526
3. O -0.387
4. P 0.105
5. S -0.042
6. H -0.040
7. H -0.025
8. H -0.030
9. H -0.003


3.
Here is an isolated ion of composition C5H8N and charge +1 at a distorted geometry from OMol25. Energies are from ωB97M-V/def2-TZVPD.

Geometry (Å):
C (1.35725, 1.01026, 1.32488)
C (0.58319, 0.08084, 0.96208)
C (-0.66837, -0.62901, 0.95513)
C (0.40307, -1.06695, 0.14830)
N (-0.80152, -0.58519, -0.47098)
C (-0.68920, 0.56065, -1.47415)
H (2.31211, 1.06163, 0.79425)
H (1.08698, 1.62210, 2.17165)
H (-1.27089, -0.96492, 1.67746)
H (1.00294, -1.98091, -0.06355)
H (-1.32009, -1.33811, -0.95547)
H (-1.35953, 0.27523, -2.24353)
H (-0.89807, 1.59115, -0.99342)
H (0.26213, 0.36324, -1.83266)

Results
Energy relative to the best compared isomer or geometry (same formula, charge and spin): 463.31 kJ/mol
HOMO: -14.70 eV
Total energy: -6793.287 eV
SMILES: C=C1[C@@H]2[C@H]1[N@@H+]2C
LUMO level: -3.41 eV
Maximum force: 0.0867 Eh/bohr
Net charge: +1

Löwdin charges, unit e, in atom order:
1. C 0.128
2. C -0.224
3. C -0.006
4. C -0.064
5. N 0.009
6. C 0.081
7. H 0.107
8. H 0.097
9. H 0.134
10. H 0.200
11. H 0.210
12. H 0.089
13. H 0.158
14. H 0.081


4.
Here is a 2-piece molecular cluster, CH5O3Si overall at a distorted geometry from OMol25. Energies are from ωB97M-V/def2-TZVPD.

Geometry (Å):
C (-1.10370, -0.53895, 0.27238)
O (3.92006, -0.28748, 0.57463)
O (2.95480, -0.42456, -0.21623)
O (1.26699, 1.35269, -0.36342)
Si (-0.23658, 1.15756, -0.17848)
H (-1.92121, -0.47688, 0.95532)
H (-1.55209, -0.78245, -0.79299)
H (-0.44367, -1.35549, 0.56607)
H (-1.23350, 2.39810, -0.07510)
H (4.82041, 0.31437, 0.28928)

Results
Energy relative to the best compared isomer or geometry (same formula, charge and spin): 384.09 kJ/mol
HOMO (spin up / spin down): -14.86 / -14.80 eV
Total energy: -15123.187 eV
LUMO level (spin up / spin down): -9.25 / -9.28 eV
Maximum force: 0.0694 Eh/bohr
Net charge: +1

Löwdin charges, unit e, in atom order:
1. C -0.196
2. O 0.146
3. O 0.186
4. O -0.333
5. Si 0.754
6. H 0.012
7. H 0.074
8. H 0.024
9. H 0.021
10. H 0.311


5.
Here is C5H9BiO3 as an isolated structure at a distorted geometry from OMol25. Energies are from ωB97M-V/def2-TZVPD.

Geometry (Å):
H (-1.72013, -0.12505, -0.16290)
O (-0.33653, 0.32446, -1.30772)
O (0.52538, 0.06522, 0.76682)
O (-0.17245, 2.13011, 0.02493)
C (-1.53621, -0.42048, -1.43638)
C (1.45372, 0.53719, 1.48088)
C (-1.38616, -1.72895, -2.12303)
C (2.01777, -0.24558, 2.55350)
C (-0.26970, 0.92766, -0.10536)
H (-2.28087, 0.25541, -1.87017)
H (1.76152, 1.57402, 1.28420)
H (-1.79132, -2.50701, -1.46096)
H (-1.98824, -1.73100, -3.04345)
H (-0.34191, -1.94941, -2.37039)
H (3.10928, -0.27362, 2.37873)
H (1.90836, 0.34725, 3.47872)
H (1.58181, -1.24278, 2.63939)
Bi (-0.53432, 4.06257, -0.72680)

Results
Spin multiplicity: 2
HOMO (spin up / spin down): -22.08 / -22.12 eV
Total energy: -17273.803 eV
LUMO level (spin up / spin down): -16.32 / -16.14 eV
Maximum force: 0.1283 Eh/bohr
Net charge: +3

Löwdin charges, unit e, in atom order:
1. H 0.218
2. O 0.022
3. O 0.210
4. O -0.257
5. C -0.119
6. C 0.024
7. C 0.020
8. C 0.083
9. C -0.396
10. H 0.154
11. H 0.181
12. H 0.130
13. H 0.127
14. H 0.119
15. H 0.164
16. H 0.166
17. H 0.139
18. Bi 2.017


6.
Here is C27H29BrFMnN3O8 as an isolated structure from OMol25. Energies are from ωB97M-V/def2-TZVPD.

Geometry (Å):
Mn (2.49386, 2.30959, -0.01681)
C (-0.54563, -3.10775, 4.18933)
C (-1.30499, -1.86638, 3.75167)
N (-0.61726, -1.15332, 2.65278)
C (0.12845, -0.09561, 2.95240)
C (0.86317, 0.62545, 2.03550)
C (1.63120, 1.78898, 2.59822)
O (1.57353, 2.04430, 3.76733)
O (2.35398, 2.49497, 1.74198)
C (0.82783, 0.24188, 0.70080)
O (1.46506, 0.82982, -0.27478)
C (0.02152, -0.89402, 0.35294)
C (-0.06711, -1.33204, -0.97868)
C (-0.81774, -2.41831, -1.29560)
F (-0.82992, -2.83710, -2.57123)
C (-1.55725, -3.13895, -0.32867)
C (-1.47606, -2.69737, 0.97982)
C (-0.69078, -1.59310, 1.33988)
N (-2.34872, -4.24826, -0.65317)
C (-2.75738, -4.53573, -2.02922)
C (-3.86077, -5.59998, -2.00228)
N (-4.63330, -5.46902, -0.72177)
C (-3.78404, -5.85387, 0.46924)
C (-2.33911, -5.43970, 0.18110)
H (-1.09050, -3.60508, 4.99063)
H (0.43985, -2.83941, 4.56907)
H (-0.41096, -3.81584, 3.37102)
H (-1.38664, -1.15932, 4.57357)
H (-2.32105, -2.08823, 3.43036)
H (0.15863, 0.21963, 3.98836)
H (0.48252, -0.81954, -1.75510)
H (-2.05074, -3.21125, 1.73520)
H (-1.94623, -4.91444, -2.65501)
H (-3.13201, -3.62148, -2.48611)
H (-3.46611, -6.61368, -2.02062)
H (-4.54337, -5.48114, -2.84015)
H (-5.47891, -6.03969, -0.75033)
H (-4.93189, -4.49809, -0.61788)
H (-3.88069, -6.92781, 0.61569)
H (-4.19726, -5.33709, 1.33270)
H (-1.79974, -6.24942, -0.32095)
H (-1.82314, -5.25787, 1.11905)
C (4.14651, 0.59421, -3.30887)
C (4.20285, 1.86763, -2.48547)
C (4.88810, 3.01647, -3.20479)
O (2.87372, 2.25613, -2.06317)
C (4.91076, 1.59962, -1.16787)
O (6.00531, 1.15891, -1.07027)
O (4.17692, 1.92919, -0.05066)
H (3.64316, 0.78301, -4.25833)
H (3.61952, -0.19519, -2.77206)
H (5.16070, 0.25728, -3.51632)
H (4.38404, 3.21713, -4.15136)
H (5.92226, 2.74807, -3.41421)
H (4.87591, 3.92043, -2.59648)
H (2.26690, 2.48636, -2.77426)
Br (-1.33401, 9.88171, 0.42084)
C (-0.78601, 8.08457, 0.34276)
C (-1.64040, 7.09287, 0.80685)
C (-1.23475, 5.77355, 0.74891)
C (0.01627, 5.44978, 0.22904)
C (0.86464, 6.45514, -0.23100)
C (0.46457, 7.77809, -0.17498)
C (0.40607, 4.02983, 0.19490)
O (-0.26264, 3.11124, 0.61107)
O (1.61270, 3.79767, -0.39804)
H (-2.60773, 7.35696, 1.20956)
H (-1.87879, 4.98230, 1.10686)
H (1.83880, 6.20533, -0.62709)
H (1.11429, 8.56699, -0.52581)

Results
Spin multiplicity: 2
HOMO (spin up / spin down): -12.56 / -12.56 eV
Total energy: -153386.671 eV
LUMO level (spin up / spin down): -7.01 / -6.51 eV
Maximum force: 0.0116 Eh/bohr
Net charge: +2

Löwdin charges, unit e, in atom order:
1. Mn 1.021
2. C -0.045
3. C -0.157
4. N 0.007
5. C 0.084
6. C -0.006
7. C -0.489
8. O 0.159
9. O -0.043
10. C -0.198
11. O -0.052
12. C -0.035
13. C 0.108
14. C -0.176
15. F 0.089
16. C -0.120
17. C 0.065
18. C -0.096
19. N -0.083
20. C -0.119
21. C -0.070
22. N 0.069
23. C -0.061
24. C -0.118
25. H 0.092
26. H 0.093
27. H 0.069
28. H 0.132
29. H 0.121
30. H 0.165
31. H 0.146
32. H 0.108
33. H 0.138
34. H 0.139
35. H 0.141
36. H 0.145
37. H 0.190
38. H 0.187
39. H 0.143
40. H 0.137
41. H 0.142
42. H 0.127
43. C 0.019
44. C -0.483
45. C 0.025
46. O -0.056
47. C -0.440
48. O 0.215
49. O -0.035
50. H 0.102
51. H 0.097
52. H 0.110
53. H 0.103
54. H 0.112
55. H 0.108
56. H 0.153
57. Br 0.804
58. C -0.678
59. C -0.100
60. C 0.002
61. C -0.139
62. C -0.001
63. C -0.100
64. C -0.453
65. O 0.116
66. O -0.091
67. H 0.109
68. H 0.124
69. H 0.120
70. H 0.110


Among the records above, which one has the highest total energy?
C5H8N


Which of these has the highest net charge?
C5H9BiO3